# 1
A structure of composition C40H38Cl2HgN7O5Si, computed with wB97M-V/def2-TZVPD.

Computed properties:
2S+1   2
HOMO (spin up / spin down)   -0.6 / -2.6 eV
Total charge   -2
⟨S²⟩   0.761
Gap between HOMO and LUMO (spin up / spin down)   4.715 / 6.719 eV

Each line ends with the Löwdin charge.
Element x y z (Å)
Hg: -0.16 -0.62 -0.87  0.787
C: -1.99 1.64 1.56  -0.213
N: -2.07 0.34 0.92  -0.034
C: -3.22 -0.07 0.56  -0.175
C: -3.50 -1.30 -0.12  -0.415
C: -4.71 -1.65 -0.73  -0.121
C: -4.50 -2.91 -1.31  -0.152
C: -3.18 -3.24 -1.02  -0.232
N: -2.56 -2.28 -0.30  -0.045
C: -1.29 1.59 2.90  -0.211
C: -0.94 0.40 3.50  -0.045
C: -0.24 0.39 4.70  -0.078
C: 0.10 1.58 5.33  -0.122
C: -0.26 2.79 4.73  -0.112
C: -0.94 2.79 3.52  -0.063
H: -2.99 2.08 1.69  0.114
H: -1.41 2.31 0.92  0.071
H: -4.10 0.57 0.73  0.116
H: -5.61 -1.06 -0.74  0.079
H: -5.21 -3.50 -1.88  0.062
H: -2.64 -4.15 -1.29  0.079
H: -1.17 -0.54 3.00  0.086
H: 0.06 -0.56 5.14  0.104
H: 0.65 1.57 6.26  0.093
H: 0.01 3.73 5.20  0.092
H: -1.18 3.73 3.04  0.115
O: 1.37 -5.37 5.21  0.078
C: 0.36 -5.36 4.37  -0.537
O: -0.48 -6.25 4.37  0.039
C: 0.25 -4.22 3.43  -0.067
C: -0.78 -4.11 2.51  -0.023
N: -0.58 -2.99 1.82  0.016
N: 0.51 -2.33 2.22  0.093
C: 1.03 -3.05 3.21  -0.138
C: 2.28 -2.56 3.92  -0.565
O: 2.75 -3.32 4.81  -0.009
O: 2.77 -1.46 3.58  -0.027
H: 1.97 -4.52 5.06  0.041
H: -1.61 -4.77 2.33  0.130
H: -1.20 -2.62 1.07  0.080
Cl: -2.84 0.82 -2.83  0.518
C: -1.59 1.97 -3.33  -1.014
Cl: -0.91 2.86 -1.96  0.546
H: -2.03 2.68 -4.02  0.019
H: -0.79 1.41 -3.80  -0.022
C: 5.11 3.54 -0.44  -0.118
C: 3.85 3.88 -0.92  -0.104
C: 2.98 2.90 -1.38  -0.134
C: 3.36 1.55 -1.40  -0.279
C: 4.62 1.22 -0.90  -0.093
C: 5.48 2.20 -0.42  -0.105
Si: 2.15 0.22 -1.97  0.571
C: 1.68 0.52 -3.77  -0.326
C: 0.92 -0.46 -4.43  -0.146
C: 0.43 -0.25 -5.71  -0.106
C: 0.67 0.95 -6.37  -0.121
C: 1.43 1.93 -5.73  -0.108
C: 1.92 1.72 -4.46  -0.106
C: 3.10 -1.42 -1.91  -0.325
C: 3.13 -2.15 -0.71  -0.119
C: 3.84 -3.34 -0.62  -0.084
C: 4.52 -3.83 -1.72  -0.112
C: 4.49 -3.13 -2.92  -0.110
C: 3.78 -1.94 -3.01  -0.107
H: 5.78 4.30 -0.06  0.088
H: 3.52 4.92 -0.90  0.102
H: 1.98 3.19 -1.68  0.070
H: 4.93 0.19 -0.87  0.093
H: 6.45 1.91 -0.03  0.091
H: 0.70 -1.39 -3.92  0.090
H: -0.17 -1.02 -6.19  0.097
H: 0.28 1.12 -7.36  0.088
H: 1.63 2.87 -6.24  0.092
H: 2.51 2.50 -3.98  0.089
H: 2.60 -1.78 0.16  0.067
H: 3.86 -3.88 0.32  0.103
H: 5.07 -4.77 -1.65  0.090
H: 5.01 -3.52 -3.79  0.088
H: 3.77 -1.40 -3.95  0.096
C: 3.43 1.67 3.66  -0.031
N: 2.74 2.22 2.52  -0.076
C: 2.43 3.62 2.36  -0.062
C: 1.33 3.56 1.29  -0.535
O: 0.83 4.56 0.79  -0.011
N: 1.04 2.27 1.01  0.169
C: 1.83 1.52 1.79  -0.415
N: 1.78 0.21 1.85  0.216
H: 4.19 2.38 4.00  0.083
H: 3.93 0.74 3.39  0.080
H: 2.75 1.45 4.49  0.077
H: 3.28 4.21 2.02  0.114
H: 2.02 4.06 3.28  0.117
H: 0.97 -0.24 1.44  -0.001
H: 2.21 -0.38 2.58  0.029

# 2
A structure of composition C40H38ClN2P2Pr in a non-equilibrium geometry, computed with wB97M-V/def2-TZVPD.

Computed properties:
2S+1   3
HOMO (spin up / spin down)   -13.9 / -13.7 eV
Total charge   +2
⟨S²⟩   2.136
Gap between HOMO and LUMO (spin up / spin down)   7.562 / 4.964 eV

Each line ends with the Löwdin charge.
Element x y z (Å)
Pr: -0.29 0.10 -0.16  0.014
Cl: -1.11 0.94 2.04  0.305
P: 0.26 2.27 -0.78  0.984
P: -1.25 -1.97 0.31  0.969
C: 1.93 2.80 -0.26  -0.334
C: -0.81 3.58 -0.10  -0.347
C: 0.26 2.56 -2.58  -0.314
C: -1.24 -3.16 -1.08  -0.301
C: -0.44 -2.88 1.67  -0.326
C: -3.00 -1.91 0.83  -0.328
C: 2.94 3.15 -1.16  -0.051
C: 4.19 3.55 -0.69  -0.040
C: 4.44 3.59 0.68  -0.038
C: 3.44 3.24 1.58  -0.043
C: 2.19 2.84 1.12  -0.087
H: 2.74 3.12 -2.23  0.108
H: 4.97 3.82 -1.40  0.120
H: 5.42 3.90 1.04  0.120
H: 3.63 3.27 2.65  0.119
H: 1.40 2.56 1.82  0.099
C: 0.95 1.67 -3.41  -0.106
C: 0.99 1.86 -4.79  -0.042
C: 0.32 2.94 -5.36  -0.032
C: -0.38 3.83 -4.55  -0.033
C: -0.41 3.65 -3.16  -0.036
H: 1.45 0.81 -2.96  0.087
H: 1.54 1.16 -5.41  0.119
H: 0.34 3.09 -6.44  0.122
H: -0.91 4.67 -4.99  0.122
H: -0.96 4.35 -2.54  0.112
C: -0.27 4.85 0.18  -0.061
C: -1.09 5.87 0.66  -0.039
C: -2.45 5.63 0.87  -0.036
C: -2.99 4.37 0.59  -0.039
C: -2.17 3.35 0.12  -0.108
H: 0.79 5.03 0.04  0.115
H: -0.67 6.84 0.89  0.120
H: -3.09 6.42 1.25  0.121
H: -4.04 4.17 0.77  0.119
H: -2.57 2.36 -0.07  0.065
C: -1.00 -2.75 2.95  -0.080
C: -0.43 -3.42 4.03  -0.040
C: 0.71 -4.20 3.84  -0.046
C: 1.27 -4.33 2.57  -0.060
C: 0.70 -3.67 1.48  -0.077
H: -1.89 -2.13 3.09  0.112
H: -0.87 -3.32 5.02  0.121
H: 1.16 -4.72 4.69  0.119
H: 2.16 -4.93 2.42  0.116
H: 1.13 -3.77 0.49  0.117
C: -0.30 -2.98 -2.11  -0.099
C: -0.23 -3.89 -3.16  -0.049
C: -1.10 -4.98 -3.21  -0.043
C: -2.04 -5.16 -2.20  -0.037
C: -2.11 -4.26 -1.13  -0.045
H: 0.36 -2.12 -2.08  0.057
H: 0.50 -3.74 -3.95  0.116
H: -1.05 -5.68 -4.04  0.119
H: -2.73 -6.00 -2.23  0.120
H: -2.84 -4.40 -0.34  0.087
C: -3.62 -3.06 1.35  -0.106
C: -4.97 -3.02 1.71  -0.038
C: -5.71 -1.84 1.54  -0.040
C: -5.09 -0.70 1.03  -0.040
C: -3.74 -0.74 0.68  -0.098
H: -3.05 -3.97 1.49  0.110
H: -5.45 -3.91 2.11  0.120
H: -6.75 -1.81 1.83  0.120
H: -5.65 0.22 0.92  0.117
H: -3.24 0.15 0.30  0.029
H: 0.04 -0.39 -1.64  -0.113
H: -1.74 0.44 -0.85  -0.100
C: 4.48 -1.64 2.89  0.014
N: 3.67 -1.17 1.78  -0.095
C: 4.10 -0.92 0.53  -0.035
C: 3.02 -0.51 -0.22  -0.115
N: 1.93 -0.51 0.58  -0.075
C: 2.35 -0.90 1.79  -0.105
H: 4.94 -2.62 2.63  0.112
H: 5.29 -0.91 3.10  0.111
H: 3.87 -1.77 3.80  0.108
H: 5.12 -1.03 0.18  0.142
H: 3.02 -0.24 -1.26  0.118
H: 1.70 -1.01 2.65  0.149

# 3
A structure of composition C40H38OOsP2Si in a non-equilibrium geometry, computed with wB97M-V/def2-TZVPD.

Computed properties:
HOMO (spin up / spin down)   -13.9 / -13.9 eV
Total charge   +2
Gap between HOMO and LUMO (spin up / spin down)   6.393 / 6.394 eV

Each line ends with the Löwdin charge.
Element x y z (Å)
Os: 0.02 0.28 -0.55  0.952
C: -0.90 -1.20 2.46  -0.159
Si: -0.18 0.40 1.84  0.509
C: -1.38 1.75 2.29  -0.274
C: -1.44 2.47 3.49  -0.062
C: -2.48 3.35 3.72  -0.036
C: -3.49 3.53 2.78  -0.039
C: -3.46 2.83 1.59  -0.048
C: -2.40 1.95 1.36  -0.379
P: -2.17 1.07 -0.17  0.957
C: -1.35 2.12 -1.36  -0.427
C: -0.92 1.51 -2.57  -0.161
C: -0.21 2.24 -3.53  -0.039
C: 0.02 3.58 -3.30  -0.027
C: -0.40 4.21 -2.11  -0.034
C: -1.04 3.49 -1.13  -0.047
C: -3.69 0.38 -0.83  -0.341
C: -4.20 0.71 -2.08  -0.074
C: -5.36 0.10 -2.53  -0.049
C: -6.01 -0.83 -1.74  -0.042
C: -5.51 -1.16 -0.48  -0.049
C: -4.35 -0.55 -0.03  -0.080
C: 1.54 0.57 2.48  -0.295
C: 1.93 0.28 3.79  -0.055
C: 3.27 0.37 4.16  -0.036
C: 4.23 0.75 3.23  -0.032
C: 3.86 1.05 1.93  -0.052
C: 2.52 0.95 1.56  -0.345
P: 1.86 1.51 -0.02  0.864
C: 3.19 1.68 -1.23  -0.311
C: 3.14 2.77 -2.09  -0.087
C: 4.12 2.95 -3.06  -0.050
C: 5.16 2.04 -3.16  -0.046
C: 5.22 0.95 -2.30  -0.045
C: 4.24 0.76 -1.35  -0.096
C: 1.63 -0.92 -0.91  -0.376
C: 1.85 -1.29 -2.25  -0.113
C: 2.01 -2.62 -2.58  -0.031
C: 2.02 -3.60 -1.57  -0.046
C: 1.89 -3.24 -0.27  -0.049
C: 1.68 -1.90 0.09  -0.103
H: -1.05 -1.08 3.54  0.055
H: -0.27 -2.07 2.30  0.035
H: -1.88 -1.41 2.03  0.026
H: -0.67 2.34 4.24  0.115
H: -2.52 3.91 4.65  0.122
H: -4.30 4.22 2.98  0.121
H: -4.25 2.96 0.86  0.124
H: -1.22 0.49 -2.78  0.118
H: 0.12 1.77 -4.44  0.126
H: 0.54 4.17 -4.05  0.130
H: -0.21 5.26 -1.96  0.127
H: -1.35 3.96 -0.21  0.114
H: -3.71 1.46 -2.70  0.106
H: -5.76 0.37 -3.50  0.119
H: -6.91 -1.30 -2.10  0.121
H: -6.03 -1.87 0.14  0.120
H: -3.97 -0.80 0.96  0.103
H: 1.20 -0.03 4.53  0.114
H: 3.56 0.14 5.18  0.121
H: 5.27 0.81 3.53  0.121
H: 4.62 1.36 1.22  0.108
H: 2.34 3.50 -1.99  0.086
H: 4.07 3.80 -3.73  0.115
H: 5.93 2.18 -3.91  0.119
H: 6.04 0.25 -2.38  0.119
H: 4.29 -0.10 -0.69  0.114
H: 1.87 -0.52 -3.01  0.108
H: 2.14 -2.92 -3.61  0.121
H: 2.17 -4.63 -1.84  0.124
H: 1.96 -3.99 0.52  0.124
H: 1.63 -1.64 1.14  0.073
C: 0.86 4.95 1.56  -0.023
C: 1.94 3.93 1.30  -0.397
C: 3.26 4.54 0.86  -0.022
O: 1.40 3.01 0.28  -0.309
H: 1.19 5.65 2.33  0.102
H: -0.05 4.46 1.90  0.068
H: 0.65 5.52 0.65  0.087
H: 2.10 3.36 2.22  0.132
H: 3.12 5.14 -0.05  0.093
H: 4.01 3.78 0.65  0.074
H: 3.64 5.19 1.64  0.101

Calculated molecular weight in order - 996.4, 785.1, 815.0 g/mol
Calculated relative energy (zero: lowest compared OMol25 entry of this formula, charge and spin) in order - 12.4, 1041.2, 98.6 kJ/mol